The following is a DFT calculation (ωB97M-V/def2-TZVPD) of a structure of composition C38H41IrN13O3.

```
! RIJCOSX wB97M-V def2-TZVPD def2/J DEFGRID3
* xyz 3 5
Ir -1.73 0.99 -0.10
C 0.12 2.41 4.96
N -0.66 2.46 3.72
C -0.77 1.51 2.80
N -1.48 1.97 1.77
C -1.79 3.25 2.15
N -1.31 3.57 3.32
C 1.55 2.02 4.68
C 2.27 1.33 5.65
C 3.59 0.95 5.41
C 4.19 1.23 4.20
C 3.47 1.93 3.23
C 2.16 2.33 3.48
C 4.09 2.22 1.94
N 5.21 1.77 1.48
N 5.34 2.28 0.20
C 4.29 3.01 -0.01
O 3.45 3.02 1.05
C 3.91 3.72 -1.23
C 4.83 3.85 -2.28
C 4.44 4.49 -3.44
C 3.15 4.98 -3.58
C 2.23 4.84 -2.55
C 0.80 5.28 -2.71
N -0.08 4.11 -2.53
C -0.61 3.66 -1.40
N -1.07 2.42 -1.60
C -0.77 2.18 -2.91
N -0.15 3.18 -3.49
C 2.63 4.24 -1.36
H -0.35 1.69 5.63
H 0.03 3.40 5.41
H -0.31 0.53 2.88
H -2.39 3.93 1.56
H 1.81 1.09 6.60
H 4.14 0.42 6.18
H 5.21 0.94 4.00
H 1.64 2.91 2.72
H 5.83 3.45 -2.16
H 5.15 4.60 -4.25
H 2.85 5.45 -4.51
H 0.60 5.67 -3.70
H 0.50 6.03 -1.97
H -0.65 4.22 -0.48
H -1.00 1.26 -3.42
H 1.94 4.16 -0.53
C -0.07 -9.70 -1.93
C 0.16 -8.36 -1.35
C 0.76 -7.32 -2.12
C 1.00 -6.10 -1.56
C 0.67 -5.86 -0.19
N 1.00 -4.64 0.31
C 1.12 -4.30 1.69
O 0.85 -5.06 2.57
N 1.66 -3.05 1.90
C 1.56 -1.89 1.10
C 2.71 -1.17 0.77
C 2.57 0.00 0.04
C 1.30 0.43 -0.30
N 0.19 -0.24 0.04
C 0.32 -1.39 0.72
C 0.03 -6.88 0.57
C -0.21 -8.09 -0.01
H 0.12 -9.74 -2.99
H -1.09 -10.05 -1.72
H 0.59 -10.42 -1.43
H 1.03 -7.52 -3.14
H 1.47 -5.32 -2.14
H 1.45 -4.00 -0.34
H 2.01 -2.93 2.84
H 3.68 -1.54 1.06
H 3.44 0.56 -0.27
H 1.17 1.34 -0.87
H -0.59 -1.91 0.99
H -0.24 -6.69 1.60
H -0.68 -8.87 0.57
C -6.03 1.96 -1.53
N -5.15 1.13 -0.70
C -5.13 1.38 0.74
C -4.42 0.14 -1.25
O -3.28 -0.22 -0.74
N -4.86 -0.51 -2.33
C -3.94 -1.32 -3.12
C -6.29 -0.72 -2.57
H -5.98 2.98 -1.15
H -7.08 1.65 -1.50
H -5.68 1.95 -2.55
H -5.31 2.43 0.91
H -4.18 1.09 1.17
H -5.92 0.81 1.24
H -2.93 -0.95 -3.00
H -4.23 -1.25 -4.17
H -3.98 -2.37 -2.82
H -6.84 -0.57 -1.65
H -6.42 -1.75 -2.88
H -6.68 -0.07 -3.35
*
```

For the HOMO-LUMO gap (alpha / beta), the calculation gives 7.43 / 4.59 eV. Its highest occupied orbital energy (alpha / beta) is -14.8 / -14.8 eV.

Löwdin atomic charge list, values in e, 2 entries:
1 Ir 1.324
2 C -0.036